[1]
Formula: C5H11N
Source: OMol25
Level of theory: ωB97M-V/def2-TZVPD

ORCA input file:
```
! RIJCOSX wB97M-V def2-TZVPD def2/J DEFGRID3
* xyz 0 1
C -0.89418 1.10774 -1.75003
C 0.31223 0.55152 -1.07445
N 0.60303 0.80963 0.18119
C -0.13892 1.04968 1.42327
C 1.18893 0.46449 1.29364
C 0.15887 -2.03223 0.51229
H -1.29191 0.38850 -2.47760
H -1.69682 1.33122 -1.03826
H -0.64433 2.02513 -2.29330
H 0.03193 -1.14917 -0.13783
H 1.09642 0.08976 -1.66474
H -0.23812 2.08280 1.75566
H -1.05490 0.44666 1.50835
H 1.99382 -0.14833 1.65027
H -0.16778 -1.87725 1.54583
H 1.20551 -2.35337 0.52590
H -0.46377 -2.78677 0.03982
*
```

## Properties
E (eV): -6849.0028
Gap between HOMO and LUMO (eV): 7.85
HOMO level (eV): -6.7
Energy relative to the best compared isomer or geometry (same formula, charge and spin) (kcal per mole): 104.4
E_LUMO (eV): 1.103
Largest force on an atom (hartree/bohr): 0.01733

[2]
Formula: C15H23NO5
Source: OMol25
Level of theory: ωB97M-V/def2-TZVPD

ORCA input file:
```
! RIJCOSX wB97M-V def2-TZVPD def2/J DEFGRID3
* xyz 0 1
O -3.85771 -0.55301 -2.19832
O -3.34783 2.02152 -3.91530
O -2.42087 -1.93610 -0.07485
O 0.30276 1.08690 -0.98448
O 0.01535 -1.98929 1.25379
C -2.89395 0.15501 -2.29460
C -0.92775 3.10631 -2.85894
C -0.94570 1.05303 -1.53726
C -1.51968 1.93711 -2.46876
C -1.70367 -0.08132 -1.44921
N -2.75003 1.38119 -2.80881
C -4.71866 2.37216 -3.71155
C 4.88837 -2.63886 2.17797
C 3.80581 -1.85686 2.86396
C 3.06351 -0.95327 1.83538
C 2.14506 0.13723 2.23837
C 1.44687 0.93475 1.11694
C -1.28138 0.01911 1.56731
C -1.26756 -1.29484 -0.65329
C 0.69719 0.08207 -0.02076
C -0.45036 -0.79407 0.59839
H -3.27826 -1.65630 -0.46157
H -0.71103 -2.56710 1.12819
H 0.11872 3.28474 -2.40335
H -1.54525 3.93521 -3.20726
H -5.17744 2.00504 -2.77906
H -5.35709 1.79998 -4.53274
H -4.86294 3.43755 -3.85740
H 4.38159 -3.21890 1.38144
H 5.36453 -3.29817 2.92633
H 5.82109 -1.98489 1.80007
H 4.19466 -1.19198 3.68769
H 3.07651 -2.47673 3.32518
H 3.77776 -0.58894 1.25855
H 2.50009 -1.75215 1.31646
H 1.41865 -0.28804 2.94163
H 2.69907 0.94011 2.83670
H 2.23139 1.54741 0.64155
H 0.73499 1.72601 1.56744
H -1.25758 1.04240 1.23262
H -0.82233 0.08560 2.52092
H -2.31445 -0.35322 1.65038
H -0.73561 -2.03378 -1.23600
H 1.46314 -0.58259 -0.41380
*
```

## Properties
E (eV): -27650.8641
Gap between HOMO and LUMO (eV): 8.60
HOMO level (eV): -8.9
SMILES: C=C1C2=C(C(=O)N1OC)[C@H](O)[C@@](C)(O)[C@H](CCCCC)O2
Energy relative to the best compared isomer or geometry (same formula, charge and spin) (kcal per mole): 169.9
E_LUMO (eV): -0.300
Largest force on an atom (hartree/bohr): 0.10956

[3]
Formula: C17H32B3I2N2O6P
Source: OMol25
Level of theory: ωB97M-V/def2-TZVPD

ORCA input file:
```
! RIJCOSX wB97M-V def2-TZVPD def2/J DEFGRID3
* xyz 0 1
C -1.01559 1.28119 -1.20937
C -1.47392 1.91790 0.18541
O -2.26075 0.94542 0.93599
P -1.26977 -0.16704 1.73104
O 0.21321 -0.06243 1.38598
C -1.81401 -1.91194 1.24093
C -0.96625 -2.91177 2.14992
B 0.30386 -3.58185 1.42321
O 1.16851 -4.41141 2.25028
B 0.98815 -5.73848 1.72247
O 0.81669 -5.97727 0.29800
B 1.16972 -4.76176 -0.39060
C 2.12079 -4.71047 -1.70468
I 1.34236 -3.47427 -3.34217
C 3.34114 -5.37732 -1.83299
C 4.30059 -5.29916 -3.09160
I 4.07207 -6.65310 -0.20151
O 0.64193 -3.48333 0.03978
O -1.55682 -0.03289 3.40348
C -0.78302 1.11854 3.87060
C -1.68367 1.84868 4.97909
H -0.82180 0.17189 -1.10514
H -1.80317 1.43397 -2.02082
H -0.05061 1.79896 -1.49529
H -0.58215 2.30588 0.77156
H -2.14681 2.81971 0.01020
H -2.91491 -2.04074 1.51660
H -1.70704 -2.10961 0.13653
H -1.60185 -3.75944 2.55907
H -0.55939 -2.36095 3.06559
H 1.02085 -6.69055 2.42393
H 4.63952 -6.37243 -3.28857
H 3.83190 -4.83479 -4.00363
H 5.24755 -4.75979 -2.74786
H 0.20572 0.76571 4.28120
H -0.66811 1.84240 3.00685
H -1.40049 1.49126 6.01659
H -2.75507 1.52590 4.75548
H -1.58171 2.96287 4.83842
C -2.53170 7.89446 4.71665
C -3.83700 7.18953 5.07014
C -3.65563 5.69034 5.32023
C -3.12139 5.02756 4.09011
N -2.70562 4.51211 3.13131
H -2.10525 7.50948 3.78748
H -2.70374 8.96360 4.57590
H -1.79148 7.77108 5.51226
H -4.55507 7.34510 4.25970
H -4.25939 7.65114 5.96676
H -4.61265 5.23373 5.58200
H -2.96158 5.51982 6.14705
C 3.64720 -0.32522 -8.46709
C 2.28719 -0.86653 -8.03937
C 2.27692 -1.37885 -6.59706
C 3.25881 -2.49702 -6.44427
N 4.02539 -3.36723 -6.32899
H 4.41469 -1.10231 -8.44492
H 3.59993 0.05475 -9.48982
H 3.96644 0.49263 -7.81495
H 1.99569 -1.67176 -8.72007
H 1.54071 -0.07406 -8.14071
H 1.28092 -1.74278 -6.33397
H 2.53898 -0.57704 -5.90235
*
```

## Properties
E (eV): -60938.7564
Gap between HOMO and LUMO (eV): 8.51
HOMO level (eV): -8.8
SMILES: CCOP(=O)(CCB1OBOB(/C(I)=C(/C)I)O1)OCC.CCCC#N.CCCC#N
E_LUMO (eV): -0.258
Largest force on an atom (hartree/bohr): 0.06821

[4]
Formula: C30H38Br2F27O6S
Source: OMol25
Level of theory: ωB97M-V/def2-TZVPD

ORCA input file:
```
! RIJCOSX wB97M-V def2-TZVPD def2/J DEFGRID3
* xyz 1 1
C 5.67550 -3.87278 0.79163
O 6.01287 -2.46781 0.76602
C 4.84957 -1.62410 0.73620
C 3.68531 -2.03586 1.75412
C 3.17051 -0.66565 2.45422
C 2.01176 -0.95564 3.52300
C 0.60247 -1.32820 2.87588
S 0.10692 -0.15386 1.51700
C -1.73944 0.11328 1.53260
C -2.58656 -1.21371 1.78059
C -2.84439 -2.06897 0.43791
O -1.76960 -2.98470 0.11915
C -1.65078 -4.02078 1.06011
C -0.36701 -4.97358 0.91040
O -2.45637 -4.28793 1.95739
C 0.56820 -0.94335 -0.11628
C 1.65873 -0.12002 -0.93213
C 1.77306 -0.62338 -2.45712
F 2.96976 -0.08831 -2.97708
Br 0.19451 0.02372 -3.48869
C 1.85491 -2.21548 -2.59024
F 2.61313 -2.82932 -1.57052
F 0.58397 -2.83746 -2.65741
Br 2.84979 -2.60104 -4.28792
H 5.74752 -4.20694 1.88881
H 4.68130 -4.13110 0.31306
H 6.51245 -4.44760 0.25904
H 4.47523 -1.47748 -0.34158
H 5.20796 -0.58310 1.06299
H 2.84224 -2.52573 1.14747
H 4.01269 -2.70402 2.60673
H 2.91627 0.13827 1.69611
H 4.06590 -0.29177 3.06386
H 1.88344 -0.02455 4.17386
H 2.38715 -1.78034 4.22062
H -0.18311 -1.19962 3.70268
H 0.57196 -2.42529 2.54727
H -1.93600 0.79563 2.43654
H -2.07420 0.71923 0.62357
H -2.07744 -1.82436 2.58641
H -3.63162 -0.90812 2.14192
H -3.88149 -2.54270 0.41397
H -2.85550 -1.29083 -0.40691
H 0.29600 -4.58820 0.05766
H 0.27142 -4.98423 1.84541
H -0.72638 -6.01416 0.60245
H -0.41014 -0.99094 -0.70924
H 0.89765 -2.01670 0.04454
H 2.67559 -0.31123 -0.44363
H 1.43827 0.98999 -0.90693
C -4.18821 -3.21099 -3.83970
C -4.37595 -3.22522 -5.37323
C -3.62930 -2.14342 -6.15819
F -4.00884 -0.89684 -5.82166
F -3.87924 -2.27360 -7.48384
F -5.69843 -3.20240 -5.65245
F -3.92079 -4.43408 -5.81213
O -5.21474 -2.58428 -3.05284
C -5.14943 -1.18914 -2.86633
C -6.33675 -0.45254 -3.49382
F -6.41842 -0.67638 -4.81981
F -6.20803 0.88667 -3.33094
F -3.95737 -0.73110 -3.29304
F -5.16249 -0.99363 -1.52515
H -4.22595 -4.25818 -3.52668
H -3.19102 -2.87274 -3.54703
H -2.54787 -2.22963 -6.01546
H -7.27864 -0.76906 -3.04080
C 4.86273 3.05327 -3.45962
C 3.46488 3.69444 -3.30878
C 2.70005 3.95794 -4.60847
F 3.33585 4.81405 -5.42394
F 1.49288 4.51625 -4.33343
F 3.57567 4.82196 -2.57086
F 2.71310 2.82872 -2.56068
O 5.99872 3.92674 -3.41014
C 6.39128 4.56917 -4.60415
C 6.25606 6.09270 -4.52398
F 4.98633 6.46901 -4.26180
F 6.59670 6.66569 -5.70224
F 5.72848 4.03512 -5.64537
F 7.69027 4.24965 -4.78737
H 4.99105 2.41220 -2.58260
H 4.91572 2.36893 -4.30988
H 2.51759 3.02677 -5.15329
H 6.89652 6.50257 -3.74030
C -4.19662 1.60397 6.62657
C -2.97677 1.45624 5.68987
C -1.60186 1.67872 6.32493
F -1.44793 2.91583 6.81791
F -0.62660 1.51530 5.38796
F -3.14927 2.25912 4.61200
F -3.00079 0.17376 5.20928
O -4.89903 2.85310 6.60202
C -4.40982 3.90254 7.41004
C -3.92893 5.10178 6.58772
F -2.94235 4.75736 5.73032
F -3.42489 6.06383 7.39466
F -3.47176 3.42883 8.24969
F -5.44400 4.28574 8.18663
H -4.93659 0.88371 6.26585
H -3.97681 1.28340 7.64774
H -1.41600 0.95839 7.12672
H -4.74638 5.53057 6.00452
*
```

## Properties
E (eV): -268293.5451
Gap between HOMO and LUMO (eV): 9.61
HOMO level (eV): -12.1
Energy relative to the best compared isomer or geometry (same formula, charge and spin) (kcal per mole): 63.9
E_LUMO (eV): -2.535
Largest force on an atom (hartree/bohr): 0.06606

[5]
Formula: C2H3Br3S
Source: OMol25
Level of theory: ωB97M-V/def2-TZVPD

ORCA input file:
```
! RIJCOSX wB97M-V def2-TZVPD def2/J DEFGRID3
* xyz 0 1
C 0.10063 -0.19342 -0.28217
C -2.67832 -0.06722 -0.05447
S 0.14080 1.40245 0.10860
Br -3.20986 -1.54300 0.98497
Br -3.67858 -0.05890 -1.73400
Br -2.75051 1.75785 0.83171
H 0.16427 -1.01486 0.41086
H -0.38405 -0.22266 -1.28836
H 0.48691 1.58810 1.32757
*
```

## Properties
E (eV): -223080.9489
Gap between HOMO and LUMO (alpha / beta) (eV): 7.85 / 6.03
HOMO level (alpha / beta) (eV): -8.3 / -7.5
Energy relative to the best compared isomer or geometry (same formula, charge and spin) (kcal per mole): 86.4
E_LUMO (alpha / beta) (eV): -0.496 / -1.432
Largest force on an atom (hartree/bohr): 0.05332

[6]
Formula: C22H22ClN3O3S2
Source: OMol25
Level of theory: ωB97M-V/def2-TZVPD

ORCA input file:
```
! RIJCOSX wB97M-V def2-TZVPD def2/J DEFGRID3
* xyz 0 1
C -0.52663 -3.47529 0.92902
H -0.18334 -4.41042 0.50523
H 0.26289 -2.73541 0.92504
H -0.91905 -3.63066 1.92489
S -1.89744 -2.88535 -0.09662
O -3.03675 -3.70959 0.16723
O -1.45584 -2.78797 -1.45521
N -2.22103 -1.37784 0.56404
C -1.26888 -0.36138 0.55945
C -0.14050 -0.45624 -0.25723
C 0.84719 0.50588 -0.20548
C 0.74627 1.59007 0.65918
C -0.40963 1.72415 1.41735
C -1.40261 0.76539 1.37495
H -2.28340 0.90477 1.97830
H -0.51975 2.59028 2.05190
C 1.83082 2.61354 0.74851
O 1.62828 3.81089 0.78761
N 3.06758 2.06946 0.80143
H 3.19394 1.06445 0.80459
C 4.27558 2.85711 0.76058
C 5.41210 2.05383 0.14968
H 5.60521 1.14856 0.72393
H 6.31551 2.65790 0.08347
S 5.05953 1.51191 -1.55920
C 4.29951 -0.05268 -1.31776
N 4.10020 -0.48323 -0.07927
C 3.51371 -1.65989 0.09282
C 3.08800 -2.45699 -0.95147
C 3.29540 -2.00032 -2.25049
C 3.91580 -0.78460 -2.44476
H 4.10079 -0.38508 -3.42868
H 2.97159 -2.58914 -3.09520
H 2.60633 -3.40292 -0.76458
H 3.38080 -1.95505 1.12613
H 4.06712 3.76245 0.18150
H 4.57103 3.16492 1.77378
H 1.68831 0.42465 -0.87641
H -0.05512 -1.26497 -0.96216
C -3.54125 -1.15325 1.11206
C -4.29439 -0.09279 0.35035
C -4.19588 -0.03852 -1.03492
C -4.88086 0.92340 -1.75283
C -5.67685 1.83665 -1.07859
C -5.79017 1.79495 0.30127
C -5.09401 0.83105 1.00861
H -5.18201 0.79815 2.08506
H -6.41222 2.51096 0.81475
Cl -6.53827 3.04004 -1.96854
H -4.80156 0.96548 -2.82753
H -3.57528 -0.75688 -1.55082
H -3.47996 -0.90395 2.17734
H -4.06082 -2.11045 1.01772
*
```

## Properties
E (eV): -67977.4881
Gap between HOMO and LUMO (eV): 9.10
HOMO level (eV): -8.7
SMILES: CS(=O)(=O)N(Cc1ccc(Cl)cc1)c1ccc(C(=O)NCCSc2ccccn2)cc1
E_LUMO (eV): 0.385
Largest force on an atom (hartree/bohr): 0.02163